{
  "formula": "C25H44N2O9S",
  "method": "ωB97M-V with the def2-TZVPD basis set",
  "symbols": ["H", "N", "C", "C", "C", "C", "C", "C", "C", "C", "C", "O", "C", "C", "C", "O", "C", "C", "C", "C", "O", "O", "C", "O", "C", "N", "S", "C", "O", "O", "H", "H", "H", "H", "H", "H", "H", "H", "H", "H", "H", "H", "H", "H", "H", "H", "H", "H", "H", "H", "H", "H", "H", "H", "H", "H", "H", "H", "H", "H", "H", "C", "C", "C", "O", "H", "H", "H", "H", "H", "H", "C", "C", "C", "O", "H", "H", "H", "H", "H", "H"],
  "positions_angstrom": [[-3.674, 4.571, -1.017], [-3.401, 3.762, -0.466], [-2.395, 4.084, 0.226], [-1.717, 3.143, 1.172], [-1.427, 1.777, 0.574], [-0.291, 1.642, -0.494], [-0.921, 1.680, -1.892], [-1.223, 0.311, -2.485], [-0.026, -0.526, -2.973], [1.091, 0.238, -3.686], [2.395, -0.572, -3.545], [2.189, -1.952, -3.740], [2.577, -2.776, -2.658], [3.836, -3.579, -2.997], [0.818, 2.679, -0.260], [0.426, 3.900, -0.834], [1.480, 4.837, -0.935], [2.323, 5.003, 0.317], [1.474, 5.360, 1.550], [0.353, 0.334, -0.014], [1.466, -0.092, -0.207], [-0.575, -0.319, 0.793], [-1.063, 0.722, 1.616], [0.105, 1.012, 2.426], [-0.155, 1.692, 3.505], [-0.205, 2.536, 4.326], [-2.455, -0.078, 2.504], [-1.676, -1.210, 3.643], [-3.208, -0.852, 1.563], [-3.229, 0.921, 3.175], [-1.985, 5.091, 0.166], [-2.370, 2.985, 2.030], [-0.837, 3.630, 1.573], [-2.327, 1.383, 0.107], [-0.344, 2.326, -2.540], [-1.874, 2.187, -1.783], [-1.943, 0.399, -3.292], [-1.730, -0.274, -1.716], [-0.433, -1.285, -3.626], [0.402, -1.069, -2.137], [0.885, 0.283, -4.749], [1.312, 1.206, -3.248], [3.058, -0.222, -4.341], [2.892, -0.325, -2.608], [2.658, -2.241, -1.714], [1.773, -3.501, -2.526], [4.732, -3.065, -2.662], [3.880, -3.679, -4.074], [3.764, -4.565, -2.550], [0.951, 2.754, 0.818], [1.755, 2.339, -0.700], [1.006, 5.797, -1.118], [2.107, 4.652, -1.810], [2.984, 5.848, 0.144], [2.961, 4.151, 0.518], [1.911, 6.222, 2.040], [0.457, 5.627, 1.275], [1.438, 4.559, 2.282], [-0.612, -1.242, 3.488], [-1.948, -0.893, 4.640], [-2.049, -2.205, 3.468], [-4.255, -3.843, -2.173], [-2.876, -3.248, -2.321], [-2.061, -3.089, -1.059], [-2.445, -2.912, -3.400], [-4.730, -3.900, -3.150], [-4.185, -4.848, -1.754], [-4.862, -3.217, -1.519], [-1.901, -4.064, -0.595], [-2.578, -2.432, -0.355], [-1.095, -2.653, -1.305], [2.411, -3.135, 4.100], [1.061, -3.735, 4.398], [0.977, -5.237, 4.471], [0.085, -3.038, 4.571], [2.331, -2.050, 4.076], [3.125, -3.419, 4.874], [2.768, -3.484, 3.130], [1.631, -5.609, 5.261], [1.275, -5.674, 3.517], [-0.046, -5.533, 4.691]],
  "smiles": "[H]/N=C/C[C@H]1[C@@](CCCCCOCC)(COCCC)C(=O)O[C@]1(OC#N)S(C)(=O)=O.CC(C)=O.CC(C)=O",
  "spin_multiplicity": 1,
  "lumo_energy_ev": 0.33,
  "largest_force_ha_per_bohr": 0.0705,
  "e_homo_ev": -9.2,
  "gap_ev": 9.5
}

***

{
  "formula": "C25H44N3O7S3SiV",
  "method": "ωB97M-V with the def2-TZVPD basis set",
  "symbols": ["V", "C", "C", "C", "C", "C", "C", "C", "S", "O", "O", "N", "C", "C", "O", "O", "H", "H", "H", "H", "H", "H", "H", "H", "H", "C", "C", "C", "C", "O", "Si", "S", "O", "C", "C", "C", "C", "O", "C", "C", "C", "C", "H", "H", "H", "H", "H", "H", "H", "H", "H", "H", "H", "H", "H", "H", "H", "H", "H", "H", "H", "H", "H", "H", "H", "H", "H", "H", "H", "C", "N", "C", "C", "N", "C", "S", "H", "H", "H", "H", "H", "H", "H", "H"],
  "positions_angstrom": [[0.796, -0.777, 1.004], [-5.637, 0.777, 4.844], [-4.432, 0.117, 4.325], [-3.888, -0.904, 5.056], [-2.735, -1.560, 4.725], [-2.108, -1.223, 3.549], [-2.739, -0.349, 2.663], [-3.825, 0.404, 3.047], [-0.488, -1.740, 3.172], [-0.108, -2.971, 3.808], [0.427, -0.609, 3.289], [-0.519, -2.049, 1.561], [-0.792, -3.325, 0.786], [0.105, -3.190, -0.405], [-0.080, -3.884, -1.396], [1.067, -2.307, -0.339], [-5.731, 0.692, 5.965], [-6.513, 0.403, 4.341], [-5.701, 1.822, 4.505], [-4.455, -1.185, 5.949], [-2.269, -2.199, 5.485], [-2.425, -0.193, 1.571], [-4.156, 1.220, 2.400], [-1.862, -3.293, 0.471], [-0.719, -4.280, 1.358], [1.637, 0.254, -5.015], [1.450, -0.778, -3.934], [2.678, -1.476, -3.395], [0.360, -1.720, -4.267], [1.091, -0.068, -2.603], [0.141, 1.125, -2.119], [-0.113, 1.037, 0.065], [0.689, 2.601, -2.387], [1.602, 3.676, -1.989], [2.881, 3.488, -2.889], [0.782, 4.906, -2.410], [1.853, 3.532, -0.534], [-1.272, 0.852, -2.839], [-2.757, 1.012, -2.588], [-3.033, 2.402, -1.994], [-3.214, -0.041, -1.668], [-3.366, 0.833, -3.938], [1.485, -0.227, -5.971], [2.626, 0.703, -4.917], [0.854, 1.069, -4.920], [3.156, -2.000, -4.251], [2.315, -2.252, -2.693], [3.310, -0.746, -2.900], [0.753, -2.353, -5.093], [-0.508, -1.119, -4.601], [0.193, -2.349, -3.405], [2.515, 3.512, -3.866], [3.477, 2.626, -2.565], [3.452, 4.383, -2.537], [0.571, 4.844, -3.482], [1.344, 5.844, -2.368], [-0.159, 4.964, -1.868], [2.420, 2.618, -0.277], [0.968, 3.589, 0.126], [2.586, 4.191, -0.095], [-2.692, 2.582, -0.952], [-4.091, 2.591, -2.018], [-2.558, 3.225, -2.572], [-2.722, 0.093, -0.658], [-2.775, -0.971, -2.118], [-4.263, -0.142, -1.577], [-2.988, 1.652, -4.576], [-4.449, 0.958, -3.815], [-3.050, -0.152, -4.341], [4.236, -0.184, 4.343], [4.073, -1.323, 3.471], [4.135, -2.639, 4.049], [3.445, -3.558, 3.074], [2.911, -2.566, 2.047], [3.296, -1.319, 2.367], [2.967, 0.010, 1.322], [5.006, -0.482, 5.089], [3.309, -0.043, 4.893], [4.460, 0.697, 3.768], [3.520, -2.546, 4.996], [5.066, -3.067, 4.415], [2.595, -4.050, 3.564], [4.138, -4.297, 2.560], [2.449, -2.792, 1.127]],
  "spin_multiplicity": 1,
  "lumo_energy_ev": [-9.32, -9.32],
  "largest_force_ha_per_bohr": 0.0868,
  "e_homo_ev": [-14.7, -14.7],
  "charge": 2,
  "gap_ev": [5.4, 5.4]
}

***

{
  "formula": "C25H44OP2Ru",
  "method": "ωB97M-V with the def2-TZVPD basis set",
  "symbols": ["Ru", "C", "C", "C", "C", "C", "C", "H", "H", "H", "C", "H", "H", "H", "C", "H", "H", "H", "C", "H", "H", "H", "C", "H", "H", "H", "C", "C", "C", "C", "C", "C", "C", "C", "H", "H", "H", "H", "H", "H", "H", "H", "H", "H", "H", "H", "P", "C", "C", "P", "C", "C", "C", "H", "H", "H", "H", "H", "H", "H", "H", "H", "H", "H", "H", "H", "H", "C", "C", "O", "H", "H", "H"],
  "positions_angstrom": [[-0.243, -0.751, 1.190], [-0.872, 0.458, 2.880], [-2.037, 0.963, 2.179], [-2.459, -1.254, 2.674], [-1.145, -0.955, 3.193], [-2.970, -0.099, 2.033], [0.114, 1.266, 3.646], [0.246, 2.256, 3.204], [1.082, 0.753, 3.680], [-0.231, 1.403, 4.682], [-0.442, -1.684, 4.277], [0.585, -1.326, 4.371], [-0.426, -2.764, 4.099], [-0.933, -1.516, 5.248], [-3.233, -2.494, 2.909], [-4.181, -2.275, 3.421], [-2.676, -3.195, 3.539], [-3.490, -3.009, 1.971], [-4.312, 0.004, 1.404], [-5.093, 0.251, 2.139], [-4.589, -0.952, 0.941], [-4.336, 0.779, 0.629], [-2.289, 2.388, 1.879], [-2.976, 2.813, 2.627], [-2.755, 2.534, 0.895], [-1.369, 2.983, 1.915], [3.134, 0.412, -2.421], [3.089, 1.637, -1.851], [2.636, 2.894, -2.531], [1.551, 2.736, -3.636], [0.438, 1.784, -3.340], [0.406, 0.494, -3.755], [1.556, -0.243, -4.369], [2.978, 0.172, -3.888], [3.502, 3.387, -3.005], [2.042, 2.494, -4.595], [2.273, 3.609, -1.774], [3.321, 1.049, -4.461], [3.460, -0.457, -1.840], [3.603, 1.811, -0.894], [3.655, -0.657, -4.162], [1.409, -1.322, -4.182], [-0.534, -0.069, -3.772], [1.545, -0.122, -5.468], [1.101, 3.735, -3.772], [-0.444, 2.251, -2.888], [1.628, 0.273, 0.534], [3.270, -0.373, 0.774], [1.388, 2.055, 0.611], [-0.973, -0.804, -0.953], [0.825, -0.311, -1.049], [-2.011, 0.571, -1.456], [-1.280, -2.240, -1.985], [3.241, -1.454, 0.577], [3.539, -0.217, 1.829], [4.006, 0.113, 0.122], [1.590, 2.517, -0.357], [2.080, 2.452, 1.364], [0.361, 2.299, 0.902], [-1.056, -2.017, -3.038], [-2.340, -2.520, -1.876], [-0.656, -3.076, -1.641], [1.390, -1.125, -1.526], [0.906, 0.607, -1.618], [-3.060, 0.264, -1.330], [-1.828, 0.844, -2.500], [-1.828, 1.435, -0.809], [-0.107, -3.764, 1.690], [0.527, -2.655, 0.913], [1.467, -2.869, 0.145], [-1.085, -3.493, 2.107], [0.561, -4.044, 2.517], [-0.245, -4.638, 1.036]],
  "spin_multiplicity": 6,
  "lumo_energy_ev": [-1.80, -5.01],
  "largest_force_ha_per_bohr": 0.0386,
  "e_homo_ev": [-8.0, -10.7],
  "charge": 1,
  "s2": 8.78,
  "gap_ev": [6.2, 5.7]
}